This record from the Open Molecules 2025 dataset describes C13H12BF6N6O4S2SeZr as an isolated structure. The level of theory is ωB97M-V/def2-TZVPD.

As for the calculated total energy: -136080.87663 eV. For the LUMO energy, the calculation gives -4.173 eV. The calculation puts the molecular weight at 675.40 g/mol. As for the orbital gap: 0.2969 Eh. As for the net charge: +1. For the relative energy (zero: lowest compared OMol25 entry of this formula, charge and spin), the calculation gives 0.00 kcal/mol. The highest occupied orbital energy is -12.251 eV.

```
46
Properties=species:S:1:pos:R:3:forces:R:3:lowdin_charge:R:1
Zr 0.2714 0.5069 0.0995 0.2 -0.2 -0.1 1.560
B -0.0856 3.2574 -0.4376 0.0 0.1 -0.1 -0.396
N -1.1260 3.0331 0.6737 -0.1 -0.1 -0.1 -0.079
C -2.1945 3.6928 1.1026 0.0 0.0 0.1 -0.021
C -2.9061 2.8692 1.9736 0.0 0.0 0.0 -0.011
C -2.1941 1.6852 2.0071 0.1 0.0 0.1 -0.089
N -1.1142 1.7850 1.2105 -0.1 0.0 -0.1 -0.141
N 1.3544 3.0578 0.1185 0.1 0.2 -0.1 -0.088
C 2.2039 3.8916 0.7150 0.2 0.0 0.0 -0.024
C 3.4252 3.2492 0.8801 -0.1 0.0 0.0 -0.008
C 3.2328 1.9809 0.3587 0.0 0.0 -0.1 -0.115
N 1.9854 1.8616 -0.1191 -0.1 0.1 0.3 -0.141
H -0.2406 4.2953 -0.9989 0.0 0.0 0.0 0.101
H -0.2171 2.3013 -1.2207 0.0 0.0 0.1 0.069
H -2.3868 4.7005 0.7724 0.0 0.0 0.0 0.142
H -3.8074 3.1087 2.5086 0.0 0.0 0.0 0.113
H -2.3787 0.7800 2.5624 0.0 0.0 0.0 0.126
H 1.9038 4.8961 0.9652 0.0 0.0 0.0 0.144
H 4.3224 3.6511 1.3156 0.0 0.0 0.0 0.114
H 3.9140 1.1477 0.3034 0.0 0.0 0.0 0.127
Se 1.2979 -0.4355 2.2242 -0.1 -0.1 0.0 0.738
C 0.8977 -2.3051 1.9185 0.0 0.1 0.1 -0.630
C -0.3606 -2.8141 2.1957 0.0 0.0 0.0 -0.124
C -0.5810 -4.1660 1.9649 0.0 0.0 0.0 -0.129
N 0.3515 -4.9949 1.5079 0.0 0.0 0.0 0.079
C 1.5610 -4.4932 1.2775 0.0 0.0 0.0 -0.127
C 1.8896 -3.1574 1.4633 0.0 0.0 0.0 -0.120
H -1.1540 -2.1866 2.5769 0.0 0.0 0.0 0.100
H -1.5571 -4.5973 2.1564 0.0 0.0 0.0 0.116
H 2.3091 -5.1916 0.9201 0.0 0.0 0.0 0.114
H 2.8864 -2.7977 1.2498 0.0 0.0 0.0 0.106
F 1.7311 -3.0408 -3.5415 0.0 0.0 0.0 0.203
C 1.4086 -1.7725 -3.6456 0.0 0.0 0.0 -0.690
F 0.6540 -1.5553 -4.6986 0.0 0.0 0.0 0.200
F 2.4855 -1.0120 -3.6725 0.0 0.0 0.0 0.190
S 0.4584 -1.2787 -2.1302 0.0 0.0 0.0 0.677
O 1.3037 -1.4391 -0.9444 0.0 0.1 0.0 -0.358
O 0.1406 0.1655 -2.2019 0.0 0.0 0.0 -0.391
N -0.8064 -2.1763 -2.1849 0.1 0.0 -0.1 -0.250
S -1.9661 -1.7478 -1.1932 0.0 0.0 0.0 0.707
O -1.3853 -0.9177 -0.0971 -0.1 0.1 0.0 -0.467
O -2.8014 -2.8207 -0.8220 0.0 0.0 0.0 -0.181
C -3.0053 -0.4797 -2.1270 0.0 0.1 0.0 -0.660
F -2.6830 0.7405 -1.6929 0.0 0.0 0.0 0.138
F -4.2734 -0.7125 -1.8753 0.0 0.0 0.0 0.192
F -2.7641 -0.5651 -3.4188 0.0 0.0 0.0 0.182
```
Positions in Å, forces in eV/Å.